1.
This record from OMol25 describes a molecular structure, C36H41FeN10O2P2S2. The level of theory is wB97M-V/def2-TZVPD.

Last column: Mulliken charge in e.
Element x y z (Å)
Fe  -0.241  0.128  -0.362  0.01
N  -2.943  0.517  3.525  -0.33
C  -2.496  1.045  2.348  0.34
S  -1.672  2.565  2.423  -0.50
N  -2.803  0.353  1.282  -2.06
N  -2.139  0.636  0.136  1.47
C  -2.849  1.080  -0.838  -0.62
C  -2.127  1.427  -2.052  1.02
C  -2.719  2.085  -3.121  -0.96
C  -1.927  2.486  -4.183  -0.63
C  -0.560  2.243  -4.128  -1.21
C  -0.049  1.568  -3.033  -0.34
N  -0.810  1.130  -2.029  0.69
H  -3.066  1.155  4.292  0.24
H  -3.581  -0.261  3.459  0.25
H  -3.907  1.275  -0.716  0.47
H  -3.781  2.284  -3.101  0.54
H  -2.365  2.998  -5.029  0.45
H  0.105  2.562  -4.917  0.52
H  1.008  1.356  -2.965  1.00
N  0.452  1.867  0.345  -0.39
N  1.234  1.632  1.501  -0.10
C  0.840  0.554  2.244  -0.06
N  1.184  0.566  3.529  -0.19
N  0.209  -0.401  1.566  0.07
N  -0.308  -1.461  2.326  0.81
O  0.333  -1.866  3.289  -0.88
O  -1.344  -1.921  1.946  -0.51
H  1.022  2.391  -0.310  0.43
H  -0.381  2.411  0.661  0.09
H  1.391  2.464  2.058  0.42
H  1.229  1.457  3.998  0.23
H  0.979  -0.259  4.073  0.28
C  3.059  -4.871  -4.888  -0.50
S  2.040  -6.034  -3.954  -0.10
C  2.657  -5.779  -2.265  -1.22
C  1.823  -4.824  -1.415  -0.51
C  1.839  -3.419  -1.995  -1.12
N  1.092  -2.381  -1.254  0.90
P  1.746  -0.835  -1.006  1.93
C  2.683  -0.550  -2.557  1.20
C  1.984  -0.747  -3.752  -0.09
C  2.614  -0.600  -4.976  -1.31
C  3.958  -0.247  -5.026  -0.81
C  4.661  -0.055  -3.848  -0.79
C  4.031  -0.211  -2.619  -0.99
C  3.031  -1.007  0.264  0.64
C  3.831  0.087  0.595  -0.44
C  4.761  -0.006  1.617  -0.91
C  4.891  -1.190  2.332  -0.78
C  4.088  -2.276  2.022  -1.00
C  3.162  -2.185  0.992  -0.90
P  -0.610  -2.122  -1.233  1.20
C  -1.179  -2.518  -2.924  0.57
C  -1.073  -3.828  -3.399  -0.67
C  -1.416  -4.140  -4.704  -0.88
C  -1.898  -3.152  -5.551  -0.75
C  -2.034  -1.852  -5.087  -0.65
C  -1.670  -1.537  -3.785  -0.12
C  -1.306  -3.529  -0.322  0.51
C  -2.640  -3.872  -0.523  -1.10
C  -3.219  -4.889  0.221  -0.67
C  -2.467  -5.575  1.165  -0.80
C  -1.139  -5.233  1.374  -1.06
C  -0.566  -4.207  0.641  0.16
H  2.831  -5.036  -5.940  0.38
H  4.116  -5.078  -4.728  0.31
H  2.844  -3.831  -4.643  -0.05
H  3.696  -5.446  -2.332  0.48
H  2.667  -6.763  -1.797  0.51
H  2.226  -4.825  -0.399  0.33
H  0.803  -5.204  -1.347  0.15
H  1.463  -3.458  -3.020  -0.07
H  2.877  -3.079  -2.055  1.01
H  0.938  -1.034  -3.729  0.49
H  2.058  -0.769  -5.889  0.57
H  4.454  -0.132  -5.980  0.44
H  5.711  0.206  -3.880  0.45
H  4.611  -0.091  -1.715  0.43
H  3.725  1.023  0.058  0.50
H  5.382  0.846  1.860  0.45
H  5.614  -1.261  3.133  0.43
H  4.178  -3.196  2.584  0.48
H  2.527  -3.030  0.763  0.18
H  -0.725  -4.619  -2.748  0.33
H  -1.308  -5.158  -5.053  0.49
H  -2.177  -3.397  -6.568  0.43
H  -2.426  -1.079  -5.736  0.49
H  -1.781  -0.522  -3.444  -0.08
H  -3.232  -3.350  -1.266  0.45
H  -4.256  -5.149  0.059  0.44
H  -2.919  -6.372  1.741  0.41
H  -0.553  -5.754  2.120  0.50
H  0.462  -3.924  0.832  0.58

Summary:
Lowest unoccupied orbital energy ... -2.9 eV
Charge ... +1
Energy above the lowest of the compared OMol25 structures with the same formula, charge and spin ... 0.00 kJ/mol
Electronic energy ... -4837.054504 hartree
M ... 827.72 g/mol
E_HOMO ... -9.936 eV

***

2.
This record from OMol25 describes a single C6H9N molecule. The level of theory is wB97M-V/def2-TZVPD.

Last column: natural (NBO) charge in e.
Element x y z (Å)
C  0.442  -0.998  -1.173  -0.62
C  0.191  -0.458  0.226  -0.02
C  0.368  1.048  0.389  -0.49
C  -0.637  1.817  -0.349  0.00
C  -1.477  2.423  -0.964  -0.25
C  -0.437  -1.449  1.675  -0.13
N  0.912  -1.202  1.264  -0.63
H  -0.132  -0.431  -1.912  0.23
H  0.149  -2.051  -1.232  0.23
H  1.508  -0.913  -1.414  0.22
H  1.375  1.313  0.040  0.24
H  0.328  1.296  1.455  0.25
H  -2.221  2.968  -1.503  0.24
H  -0.710  -0.547  2.264  0.11
H  -0.935  -0.761  0.391  0.25
H  1.277  -2.055  0.842  0.35

Summary:
Lowest unoccupied orbital energy ... 0.9 eV
Energy above the lowest of the compared OMol25 structures with the same formula, charge and spin ... 572.07 kJ/mol
Electronic energy ... -288.564153 hartree
M ... 95.14 g/mol
E_HOMO ... -8.446 eV

***

3.
This record from OMol25 describes a molecular structure, C16H17BFNO3 at a distorted geometry. The level of theory is wB97M-V/def2-TZVPD.

Last column: natural (NBO) charge in e.
Element x y z (Å)
F  -0.009  2.290  -0.095  -0.33
O  -5.688  -2.073  -2.135  -0.86
O  -0.214  -0.271  -1.558  -0.49
O  -6.034  -1.705  0.215  -0.68
B  -5.241  -1.598  -0.905  1.07
C  2.140  -0.535  -1.002  -0.22
C  -1.483  -0.157  0.592  -0.24
C  -2.640  -0.519  1.295  -0.21
C  3.309  -0.317  -0.219  -0.20
C  2.209  1.656  0.574  -0.28
C  1.078  1.422  -0.179  0.37
C  0.981  0.251  -0.964  0.21
C  -1.380  -0.425  -0.746  0.25
C  -3.714  -1.073  -0.728  -0.37
C  -2.485  -0.921  -1.434  0.09
C  -3.782  -0.904  0.615  -0.04
C  3.277  0.804  0.612  -0.03
N  4.312  2.270  2.396  -0.84
C  -2.435  -1.229  -2.912  -0.66
C  -5.210  -1.140  1.192  -0.08
C  5.776  1.623  0.516  -0.62
C  4.515  1.190  1.361  -0.06
H  -6.573  -2.414  -1.865  0.48
H  2.122  -1.521  -1.397  0.22
H  -0.592  -0.074  1.232  0.23
H  -2.611  -0.252  2.342  0.21
H  4.086  -1.077  -0.261  0.22
H  2.190  2.487  1.304  0.26
H  5.205  2.589  2.757  0.37
H  3.743  1.869  3.147  0.36
H  -3.096  -1.973  -3.273  0.23
H  -1.485  -1.495  -3.331  0.23
H  -2.675  -0.262  -3.392  0.22
H  -5.113  -1.921  1.968  0.19
H  -5.597  -0.198  1.702  0.19
H  6.464  0.823  0.451  0.21
H  5.464  1.975  -0.523  0.22
H  6.339  2.552  0.856  0.22
H  4.845  0.253  1.790  0.17

Summary:
Lowest unoccupied orbital energy ... 0.7 eV
Energy above the lowest of the compared OMol25 structures with the same formula, charge and spin ... 142.63 kJ/mol
Electronic energy ... -1025.122066 hartree
M ... 301.13 g/mol
E_HOMO ... -8.487 eV

***

4.
This record from OMol25 describes 2 unconnected molecules or ions with the total composition C9H15IN2 at a distorted geometry. The level of theory is wB97M-V/def2-TZVPD.

Last column: natural (NBO) charge in e.
Element x y z (Å)
C  -0.737  1.162  -2.669  -0.36
C  0.579  0.948  -2.994  0.16
C  -0.867  0.519  -1.383  0.16
C  1.477  1.340  -4.148  -0.65
C  -2.018  0.623  -0.424  -0.65
C  0.367  -2.177  1.777  -0.66
C  -0.409  -1.249  4.115  -0.65
C  0.166  -1.067  2.697  0.01
C  0.267  0.183  2.140  -0.36
N  1.140  0.234  -1.937  -0.35
N  0.281  0.048  -0.944  -0.31
I  0.169  1.960  3.385  0.08
H  -1.398  1.944  -3.096  0.24
H  1.080  1.218  -5.136  0.23
H  1.740  2.361  -4.043  0.23
H  2.320  0.714  -4.240  0.22
H  -2.761  1.367  -0.791  0.22
H  -2.389  -0.293  -0.115  0.22
H  -1.527  0.953  0.564  0.24
H  -0.455  -2.288  1.042  0.23
H  0.500  -3.150  2.311  0.21
H  1.320  -2.039  1.299  0.23
H  -0.791  -0.203  4.330  0.22
H  -1.162  -1.944  4.059  0.21
H  0.377  -1.450  4.758  0.22
H  2.166  0.162  -1.697  0.41
H  0.565  0.126  1.140  0.23

Summary:
Lowest unoccupied orbital energy ... 0.7 eV
Energy above the lowest of the compared OMol25 structures with the same formula, charge and spin ... 60.45 kJ/mol
Electronic energy ... -759.051933 hartree
M ... 278.14 g/mol
SMILES ... Cc1cc(C)[nH]n1.CC(C)=CI
E_HOMO ... -8.386 eV

***

5.
This record from OMol25 describes a single C5H7N3 molecule at a distorted geometry. The level of theory is wB97M-V/def2-TZVPD.

Last column: natural (NBO) charge in e.
Element x y z (Å)
C  -0.153  -0.748  -1.955  -0.63
C  0.085  -0.567  -0.547  -0.07
C  -0.661  -1.450  0.374  -0.31
C  -0.571  -0.875  1.608  0.00
C  0.465  0.458  0.142  0.19
H  0.726  -0.378  -2.798  0.23
H  -1.019  -0.137  -2.397  0.23
H  -0.559  -1.843  -2.009  0.22
H  -0.967  -2.417  0.313  0.21
H  -1.007  -1.264  2.541  0.22
H  0.206  1.177  2.004  0.44
H  1.468  3.475  0.640  0.33
N  0.116  0.335  1.472  -0.54
N  0.884  1.751  -0.186  -0.11
N  0.987  2.481  0.798  -0.39

Summary:
Lowest unoccupied orbital energy ... 0.2 eV
Energy above the lowest of the compared OMol25 structures with the same formula, charge and spin ... 370.66 kJ/mol
Electronic energy ... -358.877201 hartree
M ... 109.13 g/mol
SMILES ... [H]/N=N/c1[nH]ccc1C
E_HOMO ... -8.723 eV

***

6.
This record from OMol25 describes a molecular structure, C36H51ClIrNO5PSb. The level of theory is wB97M-V/def2-TZVPD.

Last column: Mulliken charge in e.
Element x y z (Å)
Ir  -0.383  -0.425  0.018  1.78
C  -3.687  1.675  2.847  -1.76
C  -2.812  1.480  1.608  0.96
C  -3.060  0.110  1.004  -0.49
C  -1.351  1.677  1.982  -0.16
C  -1.010  3.122  2.354  -0.82
O  0.256  3.370  1.683  -0.43
C  0.479  2.366  0.858  -0.50
N  -0.403  1.424  0.860  1.38
C  1.739  2.426  0.106  0.53
C  2.250  3.676  -0.220  -0.73
C  3.499  3.783  -0.812  -0.92
C  4.261  2.645  -1.019  -0.95
C  3.769  1.394  -0.665  -0.75
C  2.492  1.265  -0.131  -0.18
P  1.851  -0.324  0.455  2.72
C  1.980  -0.199  2.269  0.90
C  1.581  -1.251  3.102  -0.46
C  1.704  -1.144  4.477  -1.03
C  2.224  0.010  5.046  -0.79
C  2.641  1.051  4.231  -0.90
C  2.528  0.949  2.853  -0.69
C  2.967  -1.633  -0.069  1.03
C  3.408  -1.680  -1.394  -0.61
C  4.278  -2.670  -1.811  -1.06
C  4.719  -3.630  -0.909  -0.90
C  4.300  -3.583  0.411  -0.85
C  3.436  -2.587  0.837  -1.31
H  -4.740  1.556  2.595  0.46
H  -3.564  2.669  3.277  0.40
H  -3.440  0.938  3.614  0.43
H  -3.070  2.250  0.876  0.10
H  -2.838  -0.696  1.700  0.36
H  -2.489  -0.041  0.050  -0.97
H  -4.094  0.002  0.675  0.64
H  -1.084  0.978  2.784  0.40
H  -0.857  3.294  3.415  0.33
H  -1.737  3.833  1.960  0.42
H  1.670  4.563  -0.004  0.56
H  3.887  4.756  -1.080  0.46
H  5.254  2.725  -1.440  0.50
H  4.398  0.525  -0.793  0.66
H  1.181  -2.163  2.691  0.37
H  1.397  -1.970  5.104  0.50
H  2.319  0.090  6.121  0.46
H  3.076  1.942  4.664  0.50
H  2.900  1.762  2.248  0.42
H  3.090  -0.929  -2.100  0.83
H  4.620  -2.690  -2.838  0.48
H  5.399  -4.406  -1.234  0.44
H  4.653  -4.318  1.121  0.49
H  3.150  -2.558  1.876  0.54
C  1.819  0.639  -3.776  -2.07
C  0.710  -0.401  -3.942  2.03
C  0.239  -0.396  -5.397  -1.60
C  1.165  -1.821  -3.587  -1.75
Sb  -0.873  0.143  -2.546  -0.54
C  -2.598  -1.142  -3.105  1.92
C  -2.110  -2.565  -3.373  -1.77
C  -3.649  -1.175  -2.003  -1.51
C  -3.225  -0.579  -4.381  -1.64
C  -1.469  2.220  -2.924  1.77
C  -0.493  3.179  -2.250  -1.74
C  -1.475  2.507  -4.426  -1.78
C  -2.862  2.426  -2.336  -1.74
H  2.709  0.305  -4.319  0.54
H  2.101  0.812  -2.736  0.45
H  1.526  1.601  -4.201  0.36
H  1.103  -0.647  -6.021  0.61
H  -0.129  0.572  -5.731  0.25
H  -0.521  -1.150  -5.592  0.32
H  2.156  -1.994  -4.017  0.47
H  0.497  -2.563  -4.018  0.41
H  1.225  -2.018  -2.518  0.24
H  -1.538  -2.987  -2.548  0.22
H  -1.524  -2.633  -4.288  0.40
H  -2.994  -3.192  -3.516  0.56
H  -3.301  -1.702  -1.114  0.17
H  -4.512  -1.730  -2.383  0.65
H  -4.003  -0.181  -1.727  0.19
H  -2.514  -0.469  -5.199  0.26
H  -3.730  0.373  -4.222  0.32
H  -3.985  -1.293  -4.710  0.58
H  0.551  2.971  -2.483  0.34
H  -0.625  3.176  -1.170  0.26
H  -0.712  4.193  -2.599  0.58
H  -0.467  2.516  -4.841  0.39
H  -1.890  3.508  -4.575  0.59
H  -2.085  1.816  -5.001  0.30
H  -2.895  2.171  -1.276  0.17
H  -3.631  1.852  -2.852  0.27
H  -3.129  3.483  -2.429  0.58
O  -0.141  -4.113  1.166  -0.61
Cl  -0.981  -3.053  0.796  1.78
O  -0.823  -1.895  1.721  -0.66
O  -2.338  -3.395  0.650  -0.59
O  -0.475  -2.445  -0.511  -0.78

Summary:
Lowest unoccupied orbital energy ... -6.9 eV
Charge ... +2
Electronic energy ... -2978.710028 hartree
M ... 958.21 g/mol
E_HOMO ... -14.621 eV

***

no.,gap between HOMO and LUMO (eV)
1,7.030
2,9.362
3,9.163
4,9.068
5,8.926
6,7.687